#P
DFT (ωB97M-V/def2-TZVPD) results for an isolated ion of composition C5H8NS and charge +1.

CARTESIAN COORDINATES (ANGSTROEM)
C: 0.430 -1.100 -2.634
C: -0.418 -0.365 -1.724
C: 1.419 -1.691 -1.974
C: -0.298 -0.312 2.024
C: -0.508 0.585 0.855
N: 0.052 -0.432 -0.492
S: 1.507 -1.214 -0.345
H: 0.230 -1.395 -3.702
H: -1.351 0.066 -2.197
H: 2.209 -2.355 -2.299
H: -0.787 -1.214 1.796
H: -0.932 0.052 2.805
H: 0.759 -0.398 2.088
H: 0.123 1.392 0.790
H: -1.598 0.876 0.753

Calculated values
HOMO (eV): -14.76
Net charge: +1
HOMO-LUMO gap (eV): 10.36
LUMO energy (eV): -4.4


#Q
DFT (ωB97M-V/def2-TZVPD) results for an isolated ion of composition C5H8NS and charge +1.

CARTESIAN COORDINATES (ANGSTROEM)
C: -1.870 -1.108 -0.114
C: -0.806 -0.122 0.250
C: -0.025 0.712 -0.973
S: 0.758 2.285 -0.602
C: 1.898 1.439 0.554
C: 1.735 0.164 0.666
N: 0.564 -0.354 -0.229
H: -2.600 -0.669 -0.812
H: -2.366 -1.545 0.722
H: -1.314 -1.902 -0.669
H: -1.041 0.412 1.208
H: -0.320 0.466 -2.002
H: 2.541 2.117 1.214
H: 1.974 -0.682 1.295
H: 0.872 -1.214 -0.508

Calculated values
HOMO (eV): -13.32
Net charge: +1
HOMO-LUMO gap (eV): 10.13
Structure (SMILES): C[C@@H]1[C@H]2SC=C[N@@H+]12
LUMO energy (eV): -3.2


Most stable = #P


#P
DFT (ωB97M-V/def2-TZVPD) results for an isolated ion of composition C5H6N3O and charge +1.

CARTESIAN COORDINATES (ANGSTROEM)
C: -0.370 -1.448 -0.123
C: -0.005 0.002 -0.350
N: 0.474 0.666 0.960
C: 0.120 1.841 1.276
N: 0.341 3.018 1.142
C: 1.575 3.177 0.450
O: 1.896 2.686 -0.553
C: 0.728 -0.189 2.033
N: 0.874 -0.816 2.954
H: -0.490 -1.791 -1.113
H: 0.449 -1.891 0.503
H: -1.228 -1.331 0.500
H: -0.752 0.708 -0.935
H: 0.783 0.171 -1.046
H: 2.207 3.901 1.165

Calculated values
HOMO (eV): -16.19
Net charge: +1
HOMO-LUMO gap (eV): 9.24
Structure (SMILES): CC[N+](=C=NC=O)C#N
LUMO energy (eV): -7.0


#Q
DFT (ωB97M-V/def2-TZVPD) results for an isolated ion of composition C5H6N3O and charge +1.

CARTESIAN COORDINATES (ANGSTROEM)
C: 1.592 0.957 -0.076
N: 1.681 -0.122 0.664
C: 0.268 -0.955 0.805
O: -0.107 -1.926 1.598
N: -1.443 -2.043 1.445
C: -1.830 -1.267 0.441
C: -0.750 -0.514 0.047
C: -0.704 0.650 -0.997
N: 0.594 1.378 -0.785
H: 2.516 1.544 -0.256
H: 2.543 -0.470 1.130
H: -2.881 -1.086 0.205
H: -0.561 0.496 -2.059
H: -1.578 1.098 -0.848
H: 0.661 2.261 -1.314

Calculated values
HOMO (eV): -13.99
Net charge: +1
HOMO-LUMO gap (eV): 10.15
Structure (SMILES): C1=[NH+]c2oncc2CN1
LUMO energy (eV): -3.8


Most stable = #Q


#P
DFT (ωB97M-V/def2-TZVPD) results for a 2-piece molecular cluster, C3H9NO2P overall.

CARTESIAN COORDINATES (ANGSTROEM)
C: 0.158 0.133 1.559
C: -0.301 1.615 -0.286
C: -1.253 -1.671 -0.871
N: 0.771 0.962 0.504
O: 2.172 0.807 -1.697
O: 2.731 -0.921 0.244
P: 1.837 0.008 -0.554
H: -0.218 0.833 2.351
H: -0.532 -0.666 1.208
H: 1.022 -0.342 1.824
H: -1.027 0.892 -0.543
H: -0.726 2.386 0.385
H: 0.047 1.924 -1.188
H: -1.078 -2.217 -1.837
H: -1.339 -2.443 -0.147
H: -2.264 -1.300 -0.951

Calculated values
HOMO (alpha / beta) (eV): -2.75 / -2.75
Net charge: -1
HOMO-LUMO gap (alpha / beta) (eV): 6.44 / 6.44
LUMO energy (alpha / beta) (eV): 3.7 / 3.7


#Q
DFT (ωB97M-V/def2-TZVPD) results for an isolated ion of composition C3H9NO2P and charge -1.

CARTESIAN COORDINATES (ANGSTROEM)
C: -1.069 -1.625 -0.347
C: -0.350 -1.180 0.974
P: 0.649 0.478 0.760
O: -0.096 1.622 2.042
O: 1.997 0.032 1.443
N: 1.043 0.923 -0.706
C: 0.224 1.648 -1.614
H: -0.595 -2.529 -0.799
H: -2.080 -1.827 -0.120
H: -1.011 -0.789 -1.003
H: 0.274 -2.005 1.344
H: -1.074 -0.968 1.720
H: 2.045 0.527 2.196
H: 0.978 2.263 -2.332
H: -0.539 2.357 -1.260
H: -0.398 1.073 -2.298

Calculated values
HOMO (eV): -3.76
Net charge: -1
HOMO-LUMO gap (eV): 7.90
Structure (SMILES): CC[P@@]([O-])(O)=NC
LUMO energy (eV): 4.1


Most stable = #Q


#P
DFT (ωB97M-V/def2-TZVPD) results for a 2-piece molecular cluster, C4H15N3O overall.

CARTESIAN COORDINATES (ANGSTROEM)
C: 1.239 0.987 -1.550
C: 0.468 0.355 -0.418
C: 1.085 0.638 0.955
N: 0.264 1.536 1.774
N: 0.292 -1.087 -0.595
C: -1.043 -1.511 -1.183
N: -2.188 -0.989 -0.538
H: 1.824 1.881 -1.327
H: 1.926 0.272 -2.006
H: 0.555 1.277 -2.338
H: -0.554 0.712 -0.442
H: 2.121 0.992 0.881
H: 1.173 -0.312 1.453
H: 0.782 1.983 2.517
H: -0.108 2.280 1.205
H: 1.017 -1.455 -1.204
H: -0.932 -2.597 -1.075
H: -1.010 -1.342 -2.263
H: -2.020 -0.898 0.466
H: -2.348 -0.026 -0.801
O: -1.206 -1.045 2.260
H: -0.876 -0.132 2.364
H: -0.460 -1.518 1.867

Calculated values
HOMO (eV): -8.89
Net charge: 0
HOMO-LUMO gap (eV): 9.75
Structure (SMILES): C[C@H](CN)NCN.O
LUMO energy (eV): 0.9


#Q
DFT (ωB97M-V/def2-TZVPD) results for a 2-piece molecular cluster, C4H15N3O overall.

CARTESIAN COORDINATES (ANGSTROEM)
N: 0.149 1.671 1.496
C: 0.870 2.074 0.312
C: 1.267 0.933 -0.626
N: 0.098 0.348 -1.286
C: -0.177 -1.051 -0.944
C: -1.619 -1.329 -1.326
N: -2.540 -0.683 -0.413
H: -0.719 1.170 1.262
H: 0.673 0.952 1.987
H: 1.744 2.656 0.615
H: 0.271 2.772 -0.291
H: 1.980 1.298 -1.379
H: 1.802 0.149 -0.067
H: -0.735 0.860 -1.027
H: 0.494 -1.687 -1.513
H: -0.105 -1.201 0.140
H: -1.754 -0.932 -2.323
H: -1.831 -2.405 -1.397
H: -3.294 -0.123 -0.752
H: -2.663 -1.042 0.517
O: 1.665 -1.442 2.182
H: 2.500 -1.676 1.729
H: 1.922 -1.312 3.104

Calculated values
HOMO (eV): -8.26
Net charge: 0
HOMO-LUMO gap (eV): 8.86
Structure (SMILES): NCCNCCN.O
LUMO energy (eV): 0.6


#R
DFT (ωB97M-V/def2-TZVPD) results for C4H15N3O as an isolated structure.

CARTESIAN COORDINATES (ANGSTROEM)
C: 0.705 -0.918 -1.844
C: -1.265 0.675 -1.264
C: 1.642 0.175 -1.364
N: -0.783 -0.523 -1.967
O: 0.493 -1.945 -0.946
H: -0.696 -1.647 -1.212
H: -1.082 -0.521 -2.939
H: 1.003 -1.268 -2.849
H: -0.863 1.595 -1.695
H: -2.353 0.699 -1.319
H: -0.964 0.605 -0.220
H: 1.344 0.532 -0.379
H: 1.676 1.012 -2.067
H: 2.641 -0.254 -1.285
C: -0.557 1.119 2.804
N: 0.270 0.326 1.908
N: -0.247 -1.001 1.783
H: 1.233 0.325 2.243
H: 0.150 -1.420 0.940
H: -0.008 -1.575 2.592
H: -0.636 0.700 3.819
H: -0.138 2.125 2.874
H: -1.563 1.184 2.388

Calculated values
HOMO (eV): -8.83
Net charge: 0
HOMO-LUMO gap (eV): 9.80
LUMO energy (eV): 1.0


#S
DFT (ωB97M-V/def2-TZVPD) results for a 2-piece molecular cluster, C4H15N3O overall.

CARTESIAN COORDINATES (ANGSTROEM)
N: -2.469 0.427 -0.465
C: -1.529 0.049 -1.517
C: -0.167 -0.286 -0.912
N: -0.315 -1.442 -0.063
C: 0.843 -1.884 0.718
C: 1.355 -0.795 1.671
N: 2.392 0.022 1.058
H: -2.277 1.287 0.025
H: -3.412 0.444 -0.820
H: -1.390 0.797 -2.304
H: -1.940 -0.881 -1.895
H: 0.761 -0.252 -1.486
H: 0.095 0.602 -0.320
H: -1.108 -1.250 0.530
H: 0.492 -2.786 1.224
H: 1.626 -2.228 0.044
H: 0.549 -0.140 2.002
H: 1.739 -1.258 2.584
H: 3.283 0.094 1.505
H: 2.107 0.870 0.602
O: -0.153 3.017 -0.597
H: -0.538 2.165 -0.781
H: 0.064 2.956 0.341

Calculated values
HOMO (eV): -8.31
Net charge: 0
HOMO-LUMO gap (eV): 9.09
Structure (SMILES): NCCNCCN.O
LUMO energy (eV): 0.8


Most stable = #P


#P
DFT (ωB97M-V/def2-TZVPD) results for a 2-piece molecular cluster, C3H8N2OS overall.

CARTESIAN COORDINATES (ANGSTROEM)
N: 0.284 -1.475 -1.070
C: -0.241 -0.140 -0.823
C: 0.163 0.728 0.442
S: 3.036 -0.251 -0.051
C: -1.209 -0.038 0.350
N: -2.176 1.036 0.067
O: -1.389 -0.823 1.317
H: -0.116 -2.029 -0.236
H: 4.176 -0.928 0.026
H: 1.359 -1.411 -0.913
H: -0.234 0.522 -1.641
H: 0.209 1.817 0.419
H: 0.934 0.276 1.057
H: -2.953 0.738 0.618
H: -1.843 1.978 0.438

Calculated values
HOMO (eV): -7.98
Net charge: 0
HOMO-LUMO gap (eV): 3.87
LUMO energy (eV): -4.1


#Q
DFT (ωB97M-V/def2-TZVPD) results for C3H8N2OS in the gas phase.

CARTESIAN COORDINATES (ANGSTROEM)
N: -1.998 1.256 0.372
C: -1.630 -0.028 0.140
O: -2.330 -0.857 -0.399
C: -0.187 -0.394 0.503
N: 0.343 0.336 1.644
C: 0.607 -0.205 -0.824
S: 2.433 -0.154 -0.697
H: -1.529 1.785 1.089
H: -2.936 1.569 0.168
H: -0.209 -1.460 0.737
H: 1.349 0.216 1.648
H: 0.280 1.334 1.437
H: 0.401 -1.022 -1.513
H: 0.333 0.766 -1.252
H: 2.631 -0.928 0.380

Calculated values
HOMO (eV): -9.41
Net charge: 0
HOMO-LUMO gap (eV): 10.15
Structure (SMILES): NC(=O)[C@H](N)CS
LUMO energy (eV): 0.7


#R
DFT (ωB97M-V/def2-TZVPD) results for C3H8N2OS in the gas phase.

CARTESIAN COORDINATES (ANGSTROEM)
N: -1.419 -0.468 -1.544
C: -1.376 -0.469 -0.166
O: -2.351 -0.570 0.537
C: 0.015 -0.351 0.497
N: -0.069 0.296 1.798
C: 1.097 0.246 -0.392
S: 2.764 0.129 0.369
H: -0.751 -1.061 -2.003
H: -2.302 -0.305 -1.995
H: 0.313 -1.400 0.649
H: 0.093 1.286 1.633
H: -1.039 0.234 2.106
H: 1.164 -0.306 -1.324
H: 0.907 1.292 -0.650
H: 2.954 1.447 0.486

Calculated values
HOMO (eV): -9.09
Net charge: 0
HOMO-LUMO gap (eV): 9.70
Structure (SMILES): NC(=O)[C@H](N)CS
LUMO energy (eV): 0.6


#S
DFT (ωB97M-V/def2-TZVPD) results for C3H8N2OS in the gas phase.

CARTESIAN COORDINATES (ANGSTROEM)
H: 2.232 1.865 0.015
N: 1.217 1.960 -0.080
C: 0.673 0.828 -0.053
C: 1.257 -0.584 0.106
S: 3.063 -0.571 -0.205
N: -0.746 0.803 -0.240
O: -1.352 -0.278 0.441
C: -2.485 -0.707 -0.331
H: 0.835 -1.148 -0.668
H: 0.973 -1.003 1.050
H: 3.505 -0.423 1.095
H: -1.046 1.693 0.159
H: -2.861 -1.627 0.143
H: -3.184 0.150 -0.090
H: -2.081 -0.958 -1.342

Calculated values
HOMO (eV): -9.35
Net charge: 0
HOMO-LUMO gap (eV): 10.10
Structure (SMILES): [H]/N=C(\CS)NOC
LUMO energy (eV): 0.7


Most stable = #Q


#P
DFT (ωB97M-V/def2-TZVPD) results for C3H8N2OS in the gas phase.

CARTESIAN COORDINATES (ANGSTROEM)
H: 2.364 1.004 -0.871
N: 3.003 0.246 -0.518
C: 2.343 -0.708 -0.001
N: 0.959 -0.736 0.286
O: 0.212 -0.039 -0.706
C: -0.649 0.926 -0.152
C: -1.799 0.340 0.635
S: -3.027 -0.488 -0.457
H: 2.857 -1.580 0.427
H: 0.574 -1.676 0.276
H: -0.926 1.699 -0.908
H: -0.070 1.527 0.513
H: -1.443 -0.382 1.350
H: -2.261 1.131 1.196
H: -2.138 -1.264 -1.071

Calculated values
HOMO (eV): -9.29
Net charge: 0
HOMO-LUMO gap (eV): 10.02
Structure (SMILES): [H]/N=C\NOCCS
LUMO energy (eV): 0.7


#Q
DFT (ωB97M-V/def2-TZVPD) results for a 2-piece molecular cluster, C3H8N2OS overall.

CARTESIAN COORDINATES (ANGSTROEM)
N: -0.989 0.911 -1.521
C: -0.058 0.127 -0.645
C: -0.289 0.088 0.884
S: -1.925 -2.104 -0.120
C: 0.962 0.918 0.383
N: 2.294 0.071 0.588
O: 1.187 2.081 0.070
H: -0.865 1.870 -1.257
H: -2.778 -3.037 -0.401
H: -1.930 0.570 -1.269
H: 0.485 -0.766 -1.070
H: -0.295 -0.962 1.298
H: -1.082 0.619 1.322
H: 3.141 0.551 0.924
H: 2.141 -0.939 0.813

Calculated values
HOMO (eV): -8.21
Net charge: 0
HOMO-LUMO gap (eV): 4.73
LUMO energy (eV): -3.5


#R
DFT (ωB97M-V/def2-TZVPD) results for C3H8N2OS as an isolated structure.

CARTESIAN COORDINATES (ANGSTROEM)
C: 1.887 -1.298 -0.472
C: -0.134 -0.412 0.099
C: 0.775 1.845 0.670
H: 2.984 -1.352 -0.303
H: 1.706 -0.538 -1.590
H: 1.351 -2.353 -0.872
H: 0.655 -1.848 1.002
H: 1.672 2.515 0.136
H: 0.172 2.514 1.532
H: 1.307 1.081 1.263
H: -2.223 0.352 -0.092
N: 1.106 -1.006 0.663
N: -1.264 -1.054 0.339
O: -2.405 -0.574 -0.025
S: -0.153 1.115 -0.604

Calculated values
HOMO (eV): -8.85
Net charge: 0
HOMO-LUMO gap (eV): 9.48
LUMO energy (eV): 0.6


#S
DFT (ωB97M-V/def2-TZVPD) results for C3H8N2OS in the gas phase.

CARTESIAN COORDINATES (ANGSTROEM)
H: 1.467 -1.751 -1.582
N: 0.954 -1.274 -0.764
C: 0.554 -0.163 -1.304
N: 0.497 0.218 -2.616
S: -0.304 1.094 -0.311
C: -0.038 0.837 1.427
C: -0.958 -0.227 1.936
O: -0.417 -1.576 1.917
H: 0.355 1.211 -2.790
H: 1.010 -0.222 -3.441
H: 1.123 0.750 1.532
H: -0.251 1.841 1.909
H: -1.416 0.031 2.952
H: -1.846 -0.351 1.285
H: 0.253 -1.690 1.079

Calculated values
HOMO (eV): -9.07
Net charge: 0
HOMO-LUMO gap (eV): 9.61
Structure (SMILES): [H]/N=C(\N)SCCO
LUMO energy (eV): 0.5


Most stable = #S